(1)
Molecular formula: C2H6N2S
Method: DFT, ωB97M-V with the def2-TZVPD basis set

Geometry as XYZ:
```
11
Properties=species:S:1:pos:R:3:forces:R:3:nbo_charge:R:1
C 0.524357 -1.127326 -1.880572 0.60 0.09 -2.76 -0.70
C 0.012306 -0.752774 -0.521493 0.69 -0.40 2.71 0.37
H -0.584489 -1.597936 -2.468317 4.01 1.40 1.21 0.27
H 1.684023 -1.970877 -1.927391 -4.28 2.66 0.31 0.27
H 0.931990 0.010602 -2.358629 -1.32 -3.76 0.71 0.22
H 0.125917 -2.487828 0.499372 0.38 1.82 -0.48 0.35
H 0.080726 1.100138 -1.078704 0.28 1.58 -0.76 0.37
H 1.259022 1.300483 1.085085 -2.77 0.10 0.89 0.10
N 0.021987 -1.434832 0.564000 -0.65 -1.48 -0.87 -0.69
N -0.401393 0.625526 -0.368459 -0.04 -2.28 0.20 -0.76
S -0.253833 1.286948 1.205762 3.11 0.27 -1.15 0.21
```
Positions in Å, forces in eV/Å.

**HOMO level**: -9.032 eV
**Relative energy (zero: lowest compared OMol25 entry of this formula, charge and spin)**: 91.55 kcal/mol
**Multiplicity**: 1
**Gap between HOMO and LUMO**: 9.42 eV

***

(2)
Molecular formula: C20H53B2N8O9
Method: DFT, ωB97M-V with the def2-TZVPD basis set

Geometry as XYZ:
```
92
Properties=species:S:1:pos:R:3:forces:R:3:lowdin_charge:R:1
C -0.505797 -0.138124 -0.822247 0.24 -0.34 0.26 -0.05
N -1.814778 0.294437 -1.375355 -0.25 -1.20 -0.21 -0.11
C -1.666679 1.230612 -2.528398 -1.49 1.22 0.22 -0.03
B -2.680975 -0.826081 -1.684290 3.27 -1.18 -0.63 -0.52
O -2.097869 -2.021299 -2.178644 -1.58 1.85 0.48 0.18
N -4.187631 -0.843008 -1.467007 -0.70 -0.34 0.24 0.30
B -4.824991 0.524270 -1.196306 -1.82 3.41 -0.22 -0.58
O -5.864663 0.992911 -2.033334 2.20 -0.66 1.48 0.15
O -4.428022 1.385041 -0.187317 -0.27 -2.17 -1.08 0.21
H 0.085384 0.783120 -0.627727 -0.33 -0.78 0.12 0.10
H 0.057086 -0.831471 -1.491812 -0.34 0.61 0.22 0.10
H -0.687092 -0.704374 0.120822 0.29 0.62 -0.51 0.10
H -2.091719 0.832334 -3.480978 0.70 0.16 0.48 0.11
H -0.633449 1.607339 -2.655809 -0.57 -0.59 0.04 0.11
H -2.291260 2.124543 -2.288171 0.54 -0.47 -0.41 0.07
H -2.740366 -2.503715 -2.711615 0.17 -0.52 0.15 0.10
H -4.403707 -1.435473 -0.648937 0.39 0.12 -0.14 0.20
H -4.659386 -1.319510 -2.271028 -0.08 0.79 0.00 0.14
H -5.502707 1.020394 -2.930724 -0.62 -0.37 -0.35 0.09
H -3.683926 1.033169 0.321400 0.17 0.29 0.09 0.12
C -0.761506 6.298550 -4.003484 0.05 0.01 -0.10 -0.01
C -1.488297 5.091045 -3.473989 -0.13 -0.31 -0.04 -0.55
O -1.629410 4.074310 -4.143545 0.02 0.04 0.09 0.01
N -1.992819 5.158396 -2.213679 0.24 0.17 -0.37 0.01
C -1.928297 6.263224 -1.275118 -0.24 -0.42 0.17 -0.07
H -0.420087 6.092603 -5.015049 -0.07 -0.09 0.07 0.08
H -1.429957 7.160283 -4.032462 0.12 0.07 0.09 0.09
H 0.108224 6.519463 -3.382747 -0.08 0.15 0.01 0.09
H -2.465849 4.317431 -1.926443 -0.05 0.04 0.07 0.12
H -1.419527 5.925482 -0.370419 0.02 0.22 0.04 0.09
H -2.945221 6.562817 -1.015685 0.10 0.19 0.08 0.09
H -1.397599 7.115233 -1.688366 -0.02 -0.08 -0.05 0.08
C 0.767371 -0.668639 3.210611 0.13 0.07 -0.06 -0.02
C 1.368332 0.526444 2.523620 0.03 0.40 -0.01 -0.57
O 0.692993 1.496723 2.194255 -0.10 -0.05 -0.11 0.00
N 2.702381 0.513730 2.266169 -0.45 -0.23 0.15 0.01
C 3.671167 -0.527058 2.569928 0.17 0.44 -0.31 -0.06
H -0.299714 -0.505964 3.343323 0.07 0.07 -0.05 0.09
H 0.906270 -1.564257 2.602737 0.00 0.03 0.22 0.05
H 1.221791 -0.804505 4.195243 0.04 -0.09 -0.03 0.09
H 3.027307 1.349022 1.804678 0.02 -0.01 0.02 0.14
H 4.443267 -0.101918 3.216585 0.06 -0.24 0.08 0.08
H 4.132830 -0.852972 1.636936 0.10 -0.22 0.28 0.05
H 3.213084 -1.378018 3.065482 -0.08 0.10 -0.01 0.08
C 3.094815 2.176608 5.416533 -0.08 0.02 -0.05 -0.01
C 3.264403 1.352207 6.665553 -0.19 -0.23 0.30 -0.55
O 2.337192 0.730013 7.162384 0.01 0.01 -0.14 0.02
N 4.496189 1.313278 7.239999 -0.17 0.12 -0.30 0.00
C 5.712392 1.974615 6.808748 -0.01 -0.31 0.44 -0.08
H 2.062946 2.108054 5.078730 0.04 -0.06 0.09 0.08
H 3.321768 3.224312 5.620648 0.11 -0.02 -0.13 0.09
H 3.743250 1.795478 4.625839 0.05 0.18 -0.02 0.06
H 4.531428 0.742456 8.069999 0.02 0.02 0.00 0.14
H 6.475893 1.217193 6.619977 0.12 0.17 -0.11 0.08
H 6.058541 2.630412 7.609889 0.14 0.10 -0.17 0.08
H 5.557454 2.560164 5.907631 -0.07 -0.04 0.04 0.07
C -0.214356 -5.804254 2.150505 -0.05 -0.02 -0.09 -0.01
C 0.074830 -4.487211 2.821199 0.06 0.31 0.13 -0.54
O -0.181373 -3.413720 2.287713 -0.18 -0.27 -0.19 0.00
N 0.637517 -4.513670 4.055166 -0.17 -0.16 -0.39 0.02
C 1.014303 -5.667944 4.849318 0.09 0.45 0.21 -0.07
H -0.660208 -5.616884 1.176482 0.04 0.10 0.07 0.08
H 0.709319 -6.366382 2.005755 -0.08 -0.11 0.08 0.09
H -0.918008 -6.386727 2.747303 0.13 -0.11 0.00 0.09
H 0.800957 -3.595833 4.440031 0.00 -0.03 0.06 0.14
H 0.469193 -5.635892 5.794200 0.07 -0.21 0.02 0.09
H 2.084020 -5.615246 5.058531 -0.02 -0.22 0.06 0.09
H 0.793873 -6.600567 4.339212 -0.02 0.08 -0.04 0.07
C 4.334623 0.010729 -1.338412 -0.11 0.03 0.06 -0.01
C 5.513030 -0.804171 -0.870036 0.28 -0.27 0.16 -0.54
O 5.457788 -1.512773 0.126374 -0.04 0.06 -0.15 0.01
N 6.660434 -0.733982 -1.591316 -0.40 0.13 0.06 0.01
C 6.925911 0.038915 -2.789719 0.37 -0.30 0.20 -0.07
H 3.497427 -0.151071 -0.661633 0.10 -0.06 0.02 0.07
H 4.583045 1.073483 -1.333975 -0.04 -0.01 -0.17 0.09
H 4.034088 -0.299613 -2.340352 0.02 0.16 -0.03 0.09
H 7.402306 -1.305073 -1.217204 0.01 0.01 -0.03 0.14
H 7.212661 -0.644356 -3.591139 -0.04 0.18 -0.14 0.09
H 7.757428 0.717746 -2.592227 -0.07 0.11 -0.19 0.09
H 6.059482 0.614086 -3.101591 0.00 -0.05 0.07 0.07
C -5.677315 -1.089062 -6.304268 0.12 0.24 0.08 0.01
C -5.884625 -1.365195 -4.842286 -0.39 -0.33 -0.14 -0.48
O -5.279186 -0.731614 -3.965202 0.37 -0.48 0.03 -0.02
N -6.758980 -2.332538 -4.497938 0.63 0.52 -0.17 0.03
C -7.556664 -3.177111 -5.370581 -0.14 -0.15 0.38 -0.05
H -4.949344 -0.288794 -6.417435 -0.04 -0.04 0.09 0.09
H -5.294156 -1.978848 -6.805036 -0.13 0.01 -0.07 0.10
H -6.613520 -0.772467 -6.765339 0.03 -0.13 -0.09 0.10
H -6.848298 -2.459286 -3.501589 -0.18 -0.04 -0.02 0.15
H -8.610462 -3.021182 -5.137815 -0.01 -0.07 -0.17 0.09
H -7.302922 -4.219584 -5.175137 -0.08 -0.01 -0.17 0.09
H -7.383306 -2.955253 -6.418565 0.05 0.06 0.08 0.08
```
Positions in Å, forces in eV/Å.

**Charge**: +1
**HOMO level**: -10.618 eV
**Multiplicity**: 1
**Gap between HOMO and LUMO**: 7.84 eV

***

(3)
Molecular formula: C15H23ClF9O4PSi2
Method: DFT, ωB97M-V with the def2-TZVPD basis set

Geometry as XYZ:
```
55
Properties=species:S:1:pos:R:3:forces:R:3:nbo_charge:R:1
C -3.438248 -3.559387 -1.870496 0.47 -0.04 0.03 -0.32
C -2.126921 -3.718376 -1.667860 0.10 -0.03 -0.44 -0.70
Si -0.851587 -2.520187 -2.317429 0.34 -0.43 -1.12 1.56
C 0.889262 -3.229971 -2.197354 -0.25 0.23 0.32 -1.14
O -1.050372 -0.987187 -1.672846 0.30 -0.76 0.71 -1.25
Si -0.435775 -0.613054 -0.182215 0.02 0.34 0.18 1.91
Cl -0.199425 -2.334215 0.990973 -0.02 0.12 -0.41 -0.40
C 1.209142 0.230861 -0.461872 -0.60 0.24 -0.27 -0.93
C 0.949526 1.579752 -1.175166 0.33 -0.47 0.11 -0.39
C 2.108461 2.574858 -1.004205 -0.71 0.22 -0.22 -0.43
C 1.657152 3.977234 -0.605454 0.81 0.02 -0.23 -0.06
O 2.380881 4.336298 0.585897 -0.52 0.37 0.19 -0.54
C 2.001601 5.540401 1.087964 -0.57 -0.10 1.76 0.65
O 1.513137 5.642588 2.186969 0.60 -0.06 -1.07 -0.53
C -1.634707 0.488003 0.763991 0.81 -0.46 -0.51 -0.93
C -0.964385 1.347439 1.849114 -0.33 0.08 -0.01 -0.47
C -1.370923 0.943333 3.257485 -0.52 0.53 -0.83 0.65
F -1.507502 -0.390085 3.388016 0.33 -0.23 0.40 -0.32
F -2.622134 1.453991 3.445188 -0.21 -0.02 0.16 -0.33
C -0.509415 1.575848 4.382084 -0.30 0.23 0.30 0.58
F -1.296423 1.754621 5.459416 0.08 -0.32 0.10 -0.29
F -0.172064 2.811649 3.960714 0.14 -0.06 -0.16 -0.30
C 0.805080 0.854892 4.878898 0.30 0.15 0.47 0.55
F 0.710445 0.644565 6.205423 -0.15 -0.17 -0.12 -0.29
F 1.841033 1.696296 4.698111 -0.11 -0.03 -0.30 -0.29
C 1.224181 -0.491571 4.242320 0.70 -0.38 0.45 0.93
F 1.222558 -0.387695 2.906740 -0.10 -0.20 0.33 -0.31
F 2.492305 -0.743048 4.631521 -0.59 0.02 -0.24 -0.30
F 0.469290 -1.513261 4.660667 0.26 0.55 -0.46 -0.29
P -1.362991 -2.313909 -4.498940 -1.24 0.46 -0.61 0.62
C -1.239942 -4.079551 -5.044752 0.70 0.00 0.50 -0.95
O -0.065048 -1.559104 -5.247764 0.19 -0.11 0.57 -0.98
H -4.152354 -3.977819 -1.177958 -0.32 -0.66 -0.40 0.20
H -3.795946 -3.019367 -2.734844 -0.27 0.80 0.37 0.20
H -1.804608 -4.578533 -1.093813 0.04 0.36 0.89 0.22
H 1.310937 -3.309109 -3.195203 0.04 -0.04 -0.17 0.24
H 0.827871 -4.218733 -1.753257 0.04 -0.24 0.02 0.25
H 1.590659 -2.665883 -1.590960 0.04 0.16 0.11 0.25
H 1.728981 0.405461 0.473924 0.19 -0.14 0.18 0.24
H 1.823576 -0.370240 -1.123205 0.29 -0.30 0.16 0.25
H 0.005885 1.992064 -0.822576 -0.05 0.34 0.02 0.19
H 0.828651 1.368417 -2.231629 -0.31 0.01 -0.19 0.22
H 2.632024 2.671934 -1.946915 0.33 -0.21 -0.12 0.21
H 2.797224 2.200263 -0.258053 0.21 0.09 0.16 0.23
H 1.922090 4.694217 -1.380410 -0.11 0.18 -0.18 0.18
H 0.583288 4.034489 -0.443824 -0.12 -0.03 0.26 0.18
H 2.193214 6.434971 0.482622 0.06 -0.18 -0.45 0.11
H -2.082992 1.131438 0.012559 -0.24 0.11 -0.03 0.25
H -2.405459 -0.170886 1.147519 -0.25 0.06 0.17 0.27
H 0.112384 1.439499 1.755308 0.17 -0.18 -0.01 0.23
H -1.358637 2.350055 1.744559 0.13 0.34 0.11 0.25
H -0.822662 -4.148825 -6.044999 -0.11 0.16 -0.28 0.23
H -2.218651 -4.537843 -5.046784 -0.27 -0.01 -0.02 0.25
H -0.587933 -4.674815 -4.408691 0.09 -0.17 0.09 0.22
H 0.246265 -2.062782 -5.998510 0.15 -0.13 -0.23 0.49
```
Positions in Å, forces in eV/Å.

**HOMO level**: -7.766 eV
**Multiplicity**: 1
**Gap between HOMO and LUMO**: 8.32 eV

***

(4)
Molecular formula: C20H24F6N3O
Method: DFT, ωB97M-V with the def2-TZVPD basis set

Geometry as XYZ:
```
54
Properties=species:S:1:pos:R:3:forces:R:3:nbo_charge:R:1
C -4.131417 3.241193 2.661027 -0.39 -0.66 0.73 -0.41
N -3.518092 3.433670 1.370853 0.38 0.64 -0.25 -0.41
C -4.236797 4.287281 0.431828 0.49 0.06 0.32 -0.30
C -5.035760 3.410331 -0.484628 -0.90 -1.60 -0.94 0.97
F -5.795463 4.075979 -1.392561 0.87 -0.50 1.02 -0.30
F -4.187846 2.571778 -1.177919 -0.86 0.80 0.48 -0.33
F -5.867116 2.595996 0.249483 0.65 0.80 -0.79 -0.33
C -2.327610 2.859634 1.052754 -0.31 0.08 -0.52 0.40
C -1.432595 3.514360 0.164692 0.36 -0.26 -0.13 -0.30
C -0.261708 2.901825 -0.204723 -0.27 0.31 0.10 -0.07
C 0.028949 1.558508 0.178033 0.42 -0.19 -0.29 -0.21
C 1.207869 0.948534 -0.320303 -0.34 0.24 1.27 0.08
C 1.582490 -0.416179 -0.174489 0.09 -0.54 -0.13 -0.19
C 2.965147 -0.757146 -0.122968 -0.26 0.29 -0.02 -0.09
C 3.376718 -2.053155 0.076907 -0.26 -0.37 0.12 -0.29
C 2.423614 -3.101879 0.058986 -0.17 0.59 0.14 0.37
N 2.807015 -4.419850 0.199262 0.99 -0.37 0.39 -0.48
C 2.569787 -5.390340 -0.842529 -0.85 -0.27 -0.53 -0.40
C 3.615411 -4.865399 1.326094 -0.11 0.64 -0.50 -0.29
C 2.711045 -5.161728 2.490476 -1.42 -0.24 0.94 0.97
F 3.341474 -5.689894 3.572175 -0.48 0.55 -1.09 -0.31
F 2.076829 -4.005319 2.889847 0.55 -1.04 -0.16 -0.34
F 1.718669 -6.036471 2.111350 0.94 0.73 0.51 -0.33
C 1.050838 -2.793493 -0.094098 0.18 -0.09 0.00 -0.26
C 0.634409 -1.480859 -0.116133 0.21 0.07 -0.20 -0.13
C -0.861076 0.934132 1.105548 -0.41 0.29 0.19 -0.10
C -1.980895 1.586166 1.572172 0.36 -0.29 0.23 -0.29
H -3.359718 3.166192 3.440745 -0.24 0.11 -0.24 0.22
H -4.770435 4.110309 2.871637 0.22 -0.39 0.06 0.22
H -4.745130 2.325486 2.700041 0.05 0.36 0.02 0.22
H -4.927329 4.914050 1.001602 0.22 0.16 -0.33 0.25
H -3.546473 4.865006 -0.185575 -0.36 0.20 0.17 0.24
H -1.661970 4.524426 -0.167785 0.25 -0.28 0.06 0.23
H 0.464801 3.457766 -0.796818 -0.20 -0.20 0.07 0.23
H 1.967098 1.624642 -0.727218 -0.24 -0.23 -0.13 0.24
H 3.697358 0.043699 -0.200796 -0.08 -0.15 -0.02 0.23
H 4.430122 -2.313250 0.194805 -0.29 0.22 -0.11 0.24
H 2.624797 -4.915489 -1.835765 0.05 -0.17 0.35 0.21
H 3.343174 -6.167275 -0.775413 -0.33 0.20 -0.16 0.22
H 1.577137 -5.860594 -0.746826 0.33 -0.07 -0.09 0.20
H 4.120880 -5.793101 1.049189 0.25 0.30 0.18 0.24
H 4.298303 -4.067911 1.636867 0.18 -0.39 0.06 0.23
H 0.338161 -3.623419 -0.116286 0.20 0.40 0.07 0.24
H -0.430335 -1.263200 -0.111459 0.22 -0.09 -0.31 0.23
H -0.645005 -0.062435 1.478003 -0.01 0.28 0.04 0.24
H -2.636284 1.114345 2.312044 0.32 0.13 -0.39 0.24
C 0.519405 2.289755 -3.573273 -0.10 0.17 -0.10 -0.43
N 0.696943 0.870878 -3.397585 0.60 -0.35 -0.25 -0.31
O 2.135726 0.676941 -3.420047 -0.50 -0.59 0.17 -0.62
H -0.548465 2.508959 -3.542484 0.00 0.02 -0.03 0.21
H 1.030115 2.875784 -2.799599 0.07 0.09 -0.15 0.16
H 0.922626 2.556145 -4.552087 -0.13 0.09 0.15 0.22
H 0.404854 0.584765 -2.466023 0.01 0.08 -0.02 0.32
H 2.225755 -0.190148 -3.851027 0.02 0.46 0.07 0.48
```
Positions in Å, forces in eV/Å.

**Charge**: +1
**HOMO level**: -11.079 eV
**Multiplicity**: 1
**Gap between HOMO and LUMO**: 5.94 eV

***

(5)
Molecular formula: C3FO2
Method: DFT, ωB97M-V with the def2-TZVPD basis set

Geometry as XYZ:
```
6
Properties=species:S:1:pos:R:3:forces:R:3:nbo_charge:R:1
C 1.041462 -0.113106 -0.363295 0.74 2.51 -0.58 -0.16
C -0.261111 1.949571 -0.066412 0.99 -2.05 0.63 0.16
C -0.014105 -1.004146 -0.517451 2.42 2.44 1.34 0.60
O -0.888502 -1.562213 -1.011014 -4.30 -3.01 -2.75 -0.64
O 0.464239 -0.976317 0.713388 0.32 -0.26 1.97 -0.56
F -0.341982 1.706212 1.244784 -0.17 0.38 -0.60 -0.40
```
Positions in Å, forces in eV/Å.

**Charge**: -1
**HOMO level (spin up / spin down)**: -2.131 / -2.356 eV
**Relative energy (zero: lowest compared OMol25 entry of this formula, charge and spin)**: 137.97 kcal/mol
**Multiplicity**: 1
**Gap between HOMO and LUMO (spin up / spin down)**: 6.47 / 6.80 eV